Arrangement i

16
Properties=species:S:1:pos:R:3:nbo_charge:R:1 method="wB97M-V/def2-TZVPD" total_charge=0 lumo_ev="0.3938 / -0.5349" orbital_gap_ha="0.304 / 0.279"
B -0.38979 0.45096 -0.69715 0.718
C -1.33199 1.13693 -1.86343 -0.614
C -0.12581 0.30410 -2.22904 -0.683
C -0.44743 0.53119 1.94426 -0.416
C 1.65525 -1.51901 0.81937 -0.420
N -0.28584 0.13860 0.59076 -0.585
H -2.34179 0.77932 -2.24001 0.233
H -0.96607 2.13340 -1.99210 0.219
H 0.63436 0.88845 -2.81000 0.239
H -0.41872 -0.75477 -2.46432 0.234
H -0.52060 -0.42108 2.61332 0.197
H 0.29326 1.21342 2.23911 0.197
H -1.36006 1.09754 2.15575 0.211
H 2.03356 -1.67353 -0.08545 0.149
H 2.31865 -0.95155 1.54516 0.170
H 1.28904 -2.41189 1.10629 0.151

=====

Arrangement ii

16
Properties=species:S:1:pos:R:3:nbo_charge:R:1 method="wB97M-V/def2-TZVPD" total_charge=0 lumo_ev="0.4825 / 0.6335" orbital_gap_ha="0.315 / 0.295"
B 0.02044 0.36920 0.23568 0.793
C 0.86630 -0.93423 0.14997 -0.833
C 0.21325 -1.60560 -1.07987 -0.385
C -0.12225 -0.38422 -1.93564 -0.215
C -0.84599 1.56258 2.72671 -0.635
N -0.56101 0.60397 -1.01977 -0.892
H 1.86435 -0.50057 -0.26821 0.224
H 1.01925 -1.74490 0.88704 0.247
H 0.84861 -2.43204 -1.59981 0.213
H -0.74932 -1.98368 -0.75965 0.197
H 0.86092 -0.10295 -2.50055 0.157
H -0.80870 -0.58812 -2.74722 0.197
H -0.10289 1.01695 3.37975 0.187
H -1.85497 1.34693 2.81448 0.170
H -0.54457 2.49447 2.36647 0.173
H -0.99970 1.40549 -1.29797 0.403

=====

Which one is the least stable? From the structures above, arrangement i.